# 1
2 unconnected molecules or ions with the total composition C15H24N2O5, computed with wB97M-V/def2-TZVPD.

Geometry (Å):
O 0.8625 3.0145 -1.3426
O 4.0516 -1.8683 -3.0658
O -0.2103 4.5793 -0.1504
O -2.6425 -4.1506 1.2568
O -0.7965 -2.9263 1.4959
N -3.3004 -3.0869 -1.0089
N -1.0922 1.1494 -0.6420
C 0.1799 -1.6504 -1.5302
C -0.7301 2.2355 0.2564
C 1.4895 1.9630 3.4782
C -1.2423 -1.5753 -1.0160
C 1.2460 -1.9835 -0.6919
C 0.1618 1.6803 1.3773
C 2.7998 -1.8071 -2.5301
C 0.6524 2.6889 2.4239
C 1.7493 -1.4734 -3.3815
C -0.5011 3.4537 3.0766
C -0.0343 3.4123 -0.4127
C -1.7031 -3.3194 0.8029
C -1.8770 -2.9426 -0.6802
C 0.4578 -1.3994 -2.8765
C 2.5440 -2.0622 -1.1835
H -1.3474 -3.7238 -1.2408
H -0.3549 -1.1293 -3.5507
H 2.3254 1.4176 3.0249
H -3.4276 -3.2251 -2.0046
H -1.8627 -1.1051 -1.7881
H 1.9621 -1.2736 -4.4274
H -1.0113 4.0996 2.3562
H 4.6779 -2.1017 -2.3685
H 1.9033 2.6674 4.2070
H -0.4157 0.8875 1.8688
H -1.7311 1.4815 -1.3597
H 1.0485 -2.1898 0.3565
H 1.3012 3.4229 1.9245
H -1.2363 2.7591 3.5060
H -1.6480 2.6417 0.6925
H 1.0301 1.1928 0.9108
H 0.8746 1.2370 4.0276
H 3.3629 -2.3221 -0.5146
H -3.8087 -2.2432 -0.7547
H -3.2963 -4.2282 0.5262
H -0.2616 0.8209 -1.1255
H -1.2920 -0.9334 -0.1288
H 1.2746 3.8266 -1.6815
H -0.1318 4.0891 3.8883

Forces on atoms 1 to 2 (eV/Å):
O 0.0 0.2 0.0
O 0.2 -0.1 0.2

Output
Frontier orbital gap   8.9749 eV
Energy above the lowest of the compared OMol25 structures with the same formula, charge and spin   0.123 eV
SMILES string   N[C@@H](Cc1ccc(O)cc1)C(=O)O.CC(C)C[C@H](N)C(=O)O
Spin multiplicity   1
E_LUMO   0.48 eV



# 2
A molecular structure, C28H43F9InOP2 in a non-equilibrium geometry, computed with wB97M-V/def2-TZVPD.

Geometry (Å):
In 0.5335 1.2820 -4.3843
P -3.0372 -2.0674 -3.3677
P 3.9693 2.7535 -1.0624
F -0.9919 3.4278 -2.6987
F -2.1715 4.7406 -1.4114
F -3.0884 2.9300 -2.2530
F 0.3299 4.2193 -0.5924
F 0.3146 2.8742 1.1231
F -3.4613 1.3309 0.0813
F -2.4091 2.2660 1.7475
F -3.5832 3.4969 0.3652
F -1.1545 4.4956 1.0040
O -0.9074 1.3966 -0.8227
C -1.3945 0.8524 -3.9637
C -0.3531 -0.7119 1.7633
C 5.5372 3.0804 -1.9553
C -0.2688 -1.4353 -4.6898
C -1.0978 -2.3995 0.3936
C -1.4477 2.5432 -0.4935
C -0.0167 1.5533 -6.3119
C -1.5535 1.5686 -6.4021
C -2.2179 1.6778 -4.9968
C 0.7945 0.3696 -6.1872
C -1.4354 -1.5959 1.5202
C -4.5474 -1.6878 -4.3372
C -2.6780 -1.6416 2.3132
C -2.7349 2.4267 0.4262
C 0.1642 -1.9606 -0.0980
C -1.4028 -0.5369 -4.3373
C 1.8556 -0.1228 0.6124
C 3.6016 4.4382 -0.4419
C 1.9243 1.4928 -2.6918
C -1.9376 3.4290 -1.7000
C -3.3465 -0.8815 -2.0014
C -0.5048 3.5440 0.2671
C 0.6185 -0.9085 0.7455
C -1.8895 -3.5101 -0.1702
C 2.7690 2.7366 -2.5731
C 0.8874 -2.5480 -1.2447
C -0.2596 0.2436 2.8775
C 0.2719 -1.0682 -6.1312
H -2.2192 -0.7313 -5.0593
H -1.2535 -4.3928 -0.3302
H -3.2616 1.3265 -5.0284
H 2.5275 0.5753 -2.7689
H 6.3505 2.7646 -1.2895
H 0.7832 0.5145 3.0733
H -2.6969 -3.7938 0.5146
H 0.2035 -2.7586 -2.0796
H 2.3796 -0.0529 1.5768
H -0.8128 1.1603 2.6452
H 0.4467 2.4048 -6.8287
H -3.9718 -0.0442 -2.3389
H 1.3704 -3.5008 -0.9706
H 2.5393 -0.5703 -0.1171
H -5.2678 -2.4748 -4.0682
H -1.8430 2.4632 -6.9725
H -1.6747 1.0753 -2.9259
H -3.2926 -2.5013 2.0299
H -3.8643 -1.4250 -1.1984
H 4.0704 5.1894 -1.0886
H 3.4015 2.8790 -3.4632
H 5.6405 4.1459 -2.1903
H 1.2317 1.3987 -1.8391
H -2.4501 -1.7101 3.3860
H -2.4037 -0.4848 -1.6035
H 5.5703 2.4762 -2.8700
H 1.1029 -1.7530 -6.3593
H -2.3374 -3.2402 -1.1417
H -4.3164 -1.7732 -5.4081
H 2.1190 3.6175 -2.4514
H 1.8012 0.4373 -6.6174
H -2.2423 2.7252 -4.6732
H -3.2733 -0.7266 2.1624
H 4.0273 4.5027 0.5681
H 1.6722 -1.8716 -1.6045
H 0.5650 -1.4093 -3.9601
H -0.6524 -2.4693 -4.7018
H -4.9614 -0.6972 -4.1081
H -0.5208 -1.2558 -6.8764
H 2.5163 4.5937 -0.3823
H -0.6976 -0.1796 3.7899
H 1.6124 0.9042 0.2990
H -1.9469 0.6975 -6.9535

Forces on atoms 1 to 2 (eV/Å):
In 3.2 2.3 8.3
P 1.7 2.2 0.0

Output
Frontier orbital gap (alpha / beta)   5.1045 / 5.0572 eV
Net charge   +1
Energy above the lowest of the compared OMol25 structures with the same formula, charge and spin   2.144 eV
Spin multiplicity   1
E_LUMO (alpha / beta)   -4.98 / -5.02 eV



# 3
A molecular structure, C14H22I2NO5P2Sm in a non-equilibrium geometry, computed with wB97M-V/def2-TZVPD.

Geometry (Å):
Sm 0.0115 -0.9493 0.5190
I 0.3174 -0.8145 -4.6206
I -0.3679 1.7330 -3.8397
P 2.4995 -0.0285 -0.1013
P -2.5003 -0.1112 -0.1070
O 0.0293 0.2265 2.4301
O 0.0190 -1.9916 2.4621
O 0.3508 1.3265 9.0240
O -0.0536 2.9132 0.6529
O 0.2769 -0.8268 9.4703
N 0.2839 0.1264 8.6462
C 3.4194 1.4711 0.3403
C 0.2154 -0.1776 7.2820
C 0.0789 -1.8423 5.4797
C -3.4708 1.3569 0.3243
C 0.2226 0.8802 6.3397
C 0.0388 -0.8825 3.1183
C 0.1566 0.5529 5.0085
C -3.1030 -1.4169 1.0903
C 0.1413 -1.5462 6.8433
C -0.0394 1.8206 0.3113
C -3.1182 -0.6928 -1.7236
C 3.1456 -1.3114 1.0989
C 0.0901 -0.7631 4.5686
C 3.1508 -0.5859 -1.7123
H 2.6929 -1.5609 -1.9580
H -2.8566 0.0629 -2.4824
H -3.2135 1.6743 1.3462
H 4.2304 -1.3788 0.9359
H -2.6254 -1.6513 -1.9666
H -3.2442 2.1744 -0.3776
H 0.1605 1.3674 4.2804
H 0.0201 -2.8687 5.0988
H 2.8751 0.1585 -2.4763
H 2.6865 -2.2959 0.8672
H -4.2080 -0.8386 -1.7271
H 0.2784 1.9347 6.6352
H -2.6129 -2.3865 0.8557
H 4.2438 -0.6989 -1.7110
H -4.5570 1.1874 0.2990
H -4.1849 -1.5176 0.9245
H 2.9614 -0.9786 2.1395
H 3.1700 2.2829 -0.3605
H 3.1463 1.7788 1.3607
H -2.9308 -1.0756 2.1308
H 0.1342 -2.3550 7.5796
H 4.5111 1.3419 0.3215

Forces on atoms 1 to 2 (eV/Å):
Sm 0.0 0.7 -0.3
I -0.3 0.9 0.4

Output
Frontier orbital gap (alpha / beta)   6.8873 / 7.5516 eV
Net charge   +2
<S²>   8.765
Spin multiplicity   6
E_LUMO (alpha / beta)   -8.02 / -7.36 eV



# 4
A molecular structure, C15H19AuN4O5PTe, computed with wB97M-V/def2-TZVPD.

Geometry (Å):
Au 0.2693 -0.0538 -0.0694
Te 3.4111 2.1275 -3.7285
P 2.4044 1.8504 -1.5476
O 1.1682 2.8118 -1.3602
O -3.2264 0.4694 0.3069
O 1.9298 0.4568 -1.2396
O 3.5688 2.3751 -0.6319
O -2.0981 2.1236 1.1379
N -1.1944 -1.9099 0.0883
N -0.3108 -0.6084 2.1455
N -3.0532 1.4707 0.9026
N -0.8057 -1.6989 2.4120
C 3.4377 2.4229 0.8278
C -1.3966 -2.3617 1.3106
C 1.2523 4.2568 -1.4989
C 1.2161 0.2159 5.4320
C -2.6190 -3.6353 -0.7263
C -1.8018 -2.5337 -0.9222
C -0.1264 4.8144 -1.2562
C -2.8060 -4.1104 0.5585
C 0.3083 0.0857 3.2289
C 0.6180 1.4190 3.0012
C -2.1780 -3.4639 1.6083
C 3.8119 1.1038 1.4544
C 1.5171 1.5573 5.2208
C 0.6037 -0.5302 4.4400
C 1.2156 2.1608 4.0077
H 3.7566 1.1993 2.5402
H -0.4762 4.5645 -0.2548
H 1.9899 2.1315 6.0063
H 2.4147 2.7171 1.0715
H 1.4617 -0.2496 6.3768
H 4.8293 0.8241 1.1846
H -1.6171 -2.1404 -1.9128
H 0.3687 1.8616 2.0442
H 0.3655 -1.5728 4.5919
H 3.1319 0.3107 1.1447
H 1.9767 4.6286 -0.7728
H 1.4430 3.2068 3.8491
H 1.6126 4.4848 -2.5031
H 4.1113 3.2221 1.1271
H -3.0907 -4.1105 -1.5744
H -0.1026 5.9002 -1.3509
H -3.4319 -4.9736 0.7396
H -0.8337 4.4231 -1.9859
H -2.2821 -3.7801 2.6360

Forces on atoms 1 to 2 (eV/Å):
Au -0.1 -0.6 0.4
Te 0.0 -0.1 0.1

Output
Frontier orbital gap (alpha / beta)   7.8910 / 6.3000 eV
Net charge   +1
<S²>   2.007
Energy above the lowest of the compared OMol25 structures with the same formula, charge and spin   0.010 eV
Spin multiplicity   3
E_LUMO (alpha / beta)   -3.87 / -5.30 eV



# 5
A molecular structure, C43H30Cl5F4GeN6STl, computed with wB97M-V/def2-TZVPD.

Geometry (Å):
Tl -0.8984 -0.6193 1.4294
Ge -0.6480 0.1759 -1.9258
Cl 0.3991 -3.2210 2.8893
Cl -5.2232 -5.3688 1.2936
Cl -4.5782 -2.3715 0.9243
Cl -3.1406 -7.2715 2.6113
Cl -0.3353 -6.1793 3.4227
S -0.6510 2.0301 0.6301
F 5.2868 -2.3904 0.1964
F 4.0742 -2.0853 2.2868
F 3.2320 2.4603 1.8933
F 3.6723 2.7883 -2.3376
N 7.8945 -1.6720 -2.0635
N 5.0209 -1.0263 5.0352
N 3.7546 -0.5526 -3.8214
N 1.3774 1.5705 3.6823
N -3.1141 0.4540 1.9567
N -0.7445 -0.1205 3.6850
C 4.6834 -0.4540 -0.8849
C -2.7502 -5.6071 2.3526
C 1.6715 -0.0251 5.4210
C 3.4349 0.1541 2.0946
C -3.3567 -3.3973 1.6413
C 2.2307 0.3578 -0.9924
C -1.5018 -5.1131 2.7141
C 3.2872 0.8426 -3.6421
C -1.0288 -1.2219 -0.6663
C 0.9878 2.6194 4.2410
C -1.8402 1.7461 -2.1622
C 5.4372 -0.9351 -2.0339
C 3.2493 0.0854 3.5516
C -1.2349 0.1288 -4.8491
C -2.2813 4.1176 -2.3467
C -1.4041 3.0683 -2.1116
C 3.9962 -1.0168 1.4855
C -1.8076 -1.7959 -6.1691
C 2.1201 0.5813 4.2733
C -2.1376 -2.8398 2.0029
C 1.3003 0.6393 -2.1315
C 2.9177 1.3974 -0.1228
C 4.6252 -1.2121 0.2719
C 1.8084 0.8140 -3.3529
C -4.0642 2.5504 -2.6959
C -1.5865 -0.4290 -6.0710
C 3.1552 1.2562 1.3164
C -3.6819 -4.7445 1.7860
C -1.2205 -3.7663 2.5071
C 4.2020 -0.5819 4.3491
C 3.7055 0.6310 -1.1901
C -1.7807 0.8276 4.0251
C -1.3223 -2.0228 -3.8224
C -1.0838 -0.6553 -3.7038
C -3.1655 0.5276 3.4108
C 6.7846 -1.3645 -2.0204
C -3.3866 1.6849 1.2179
C -1.6802 -2.5913 -5.0386
C 4.0322 1.4457 -2.4495
C -3.1782 1.5049 -2.4650
C -3.6163 3.8623 -2.6387
C 4.6792 -0.9688 -3.1608
C -2.2447 2.6957 1.2057
H -3.7593 -0.2508 1.6313
H -0.2844 -2.0155 -0.8374
H -1.8658 -3.6577 -5.1058
H -1.4520 1.8132 3.6807
H -2.0881 -2.2366 -7.1195
H -3.8915 1.2846 3.7487
H -3.5873 1.3971 0.1870
H -4.3028 4.6806 -2.8265
H -4.2826 2.1903 1.6202
H 0.3598 3.3028 3.6700
H -1.9321 0.8821 5.1163
H 5.1097 1.4536 -2.6230
H 1.2376 2.8947 5.2750
H -5.1045 2.3422 -2.9215
H -1.9292 5.1424 -2.2935
H 0.8602 0.4004 5.9895
H -0.8894 -0.9892 4.1960
H 1.1530 0.9355 -4.2066
H 2.7236 2.4294 -0.3806
H -2.0894 3.1147 2.2051
H -3.5259 0.4771 -2.5135
H 2.1381 -0.9287 5.7838
H -1.6970 0.2013 -6.9474
H -0.3708 3.2705 -1.8576
H -3.4886 -0.4508 3.7778
H -1.0891 1.2029 -4.7762
H -2.5256 3.5122 0.5336
H -1.2413 -2.6425 -2.9361
H 1.9950 -0.5517 -0.4451
H 3.4873 1.3995 -4.5587

Forces on atoms 1 to 2 (eV/Å):
Tl -0.1 0.2 0.1
Ge -0.4 -0.3 0.3

Output
Frontier orbital gap (alpha / beta)   4.0037 / 4.1989 eV
Net charge   -2
Energy above the lowest of the compared OMol25 structures with the same formula, charge and spin   7.240 eV
Spin multiplicity   1
E_LUMO (alpha / beta)   2.55 / 2.74 eV



# 6
A single C5H7N3O3S molecule in a non-equilibrium geometry, computed with wB97M-V/def2-TZVPD.

Geometry (Å):
S -1.9208 -0.3500 -0.3654
O 3.1798 1.0261 -0.4235
O -2.7614 -1.4972 -0.1631
O -1.8836 0.2598 -1.6626
N 0.5024 1.7220 -0.7110
N 1.7253 -2.1094 0.4974
N 1.0123 0.4727 -0.6353
C 2.2879 0.1954 -0.2941
C 2.5441 -1.1905 0.1645
C -2.2923 0.9025 0.8836
C -0.2841 -0.8661 0.0619
C 0.3602 -1.9614 0.4159
H 3.5972 -1.4277 0.2781
H -0.1904 -2.8483 0.7207
H -3.3353 1.1817 0.7815
H -1.6435 1.7520 0.7070
H 1.2272 2.4157 -0.5338
H -0.0129 1.8641 -1.5755
H -2.1124 0.4588 1.8537

Forces on atoms 1 to 2 (eV/Å):
S -0.4 0.0 0.4
O 0.1 -0.2 0.3

Output
Frontier orbital gap   8.1473 eV
Energy above the lowest of the compared OMol25 structures with the same formula, charge and spin   4.013 eV
Spin multiplicity   1
E_LUMO   -1.01 eV



Among the records above, which one has the highest spin multiplicity?
C14H22I2NO5P2Sm



What did the sixth record say?
A single C5H7N3O3S molecule in a non-equilibrium geometry, computed with wB97M-V/def2-TZVPD.

Geometry (Å):
S -1.9208 -0.3500 -0.3654
O 3.1798 1.0261 -0.4235
O -2.7614 -1.4972 -0.1631
O -1.8836 0.2598 -1.6626
N 0.5024 1.7220 -0.7110
N 1.7253 -2.1094 0.4974
N 1.0123 0.4727 -0.6353
C 2.2879 0.1954 -0.2941
C 2.5441 -1.1905 0.1645
C -2.2923 0.9025 0.8836
C -0.2841 -0.8661 0.0619
C 0.3602 -1.9614 0.4159
H 3.5972 -1.4277 0.2781
H -0.1904 -2.8483 0.7207
H -3.3353 1.1817 0.7815
H -1.6435 1.7520 0.7070
H 1.2272 2.4157 -0.5338
H -0.0129 1.8641 -1.5755
H -2.1124 0.4588 1.8537

Forces on atoms 1 to 2 (eV/Å):
S -0.4 0.0 0.4
O 0.1 -0.2 0.3

Output
Frontier orbital gap   8.1473 eV
Energy above the lowest of the compared OMol25 structures with the same formula, charge and spin   4.013 eV
Spin multiplicity   1
E_LUMO   -1.01 eV



The highest spin multiplicity belongs to which entry?
C14H22I2NO5P2Sm